(1)
Density functional theory data (wB97M-V/def2-TZVPD) for a molecular structure, C38H29AuN3O2 in a non-equilibrium geometry.

```
73
Properties=species:S:1:pos:R:3:forces:R:3
Au 1.3241 -0.7320 -0.0052 0.511 0.646 0.727
C -3.0054 -3.2445 1.4884 0.023 -0.012 -0.054
O -1.9237 -3.3924 2.4392 0.019 0.005 0.143
C -0.8645 -2.7786 1.8787 -0.169 0.108 -0.384
N -1.0249 -2.1534 0.7889 -0.019 -0.133 0.136
C -2.4512 -2.2331 0.4567 -0.068 0.119 0.055
C -2.7159 -2.5948 -0.9867 -0.013 0.024 0.066
C -1.6791 -2.8540 -1.8725 -0.026 -0.009 -0.006
C -1.9558 -3.1779 -3.1952 0.071 0.004 -0.010
C -3.2652 -3.2537 -3.6382 -0.082 -0.001 -0.038
C -4.3076 -2.9997 -2.7543 -0.015 0.009 -0.041
C -4.0330 -2.6647 -1.4390 0.051 0.018 0.061
C 0.4173 -2.8820 2.6017 0.316 0.140 -0.007
C 0.4895 -3.4077 3.8858 -0.025 -0.036 -0.053
C 1.7243 -3.4545 4.5105 0.013 -0.049 0.088
C 2.8446 -2.9989 3.8375 0.046 0.013 -0.080
C 2.6679 -2.5005 2.5547 -0.325 -0.137 0.148
N 1.4890 -2.4269 1.9508 -0.518 -0.134 0.203
C 3.7732 -2.0579 1.7075 0.520 0.088 -0.307
N 3.6089 -1.5940 0.5389 -0.557 0.257 -0.430
C 4.9374 -1.4106 -0.0594 0.087 0.099 -0.117
C 5.8800 -1.6340 1.1428 0.030 0.075 0.022
O 5.0223 -2.2126 2.1598 -0.135 -0.089 0.102
C 5.1510 -0.0748 -0.7396 -0.125 -0.071 0.167
C 6.2131 0.0748 -1.6246 -0.021 -0.099 -0.037
C 6.4681 1.3020 -2.2155 0.019 -0.009 -0.012
C 5.6559 2.3901 -1.9299 0.041 0.047 -0.053
C 4.5967 2.2457 -1.0495 -0.048 0.047 0.021
C 4.3461 1.0201 -0.4500 0.111 -0.014 0.032
H -3.8787 -2.8933 2.0310 -0.021 -0.013 -0.021
H -3.2053 -4.2221 1.0494 0.002 0.007 -0.015
H -2.8842 -1.2393 0.6433 0.061 -0.089 -0.027
H -0.6567 -2.8018 -1.5241 0.017 0.011 -0.001
H -1.1411 -3.3770 -3.8795 -0.004 0.001 0.007
H -3.4768 -3.5131 -4.6674 -0.002 -0.002 0.012
H -5.3345 -3.0617 -3.0919 0.015 0.000 0.002
H -4.8501 -2.4560 -0.7563 -0.004 0.000 0.000
H -0.4049 -3.7720 4.3698 -0.003 0.007 -0.006
H 1.8141 -3.8560 5.5109 -0.002 0.011 -0.004
H 3.8324 -3.0340 4.2740 -0.011 0.003 0.004
H 5.0613 -2.2086 -0.7981 0.046 0.047 -0.011
H 6.2741 -0.6984 1.5397 0.005 0.004 -0.043
H 6.6904 -2.3304 0.9501 0.010 0.003 -0.002
H 6.8383 -0.7794 -1.8616 0.009 0.013 -0.009
H 7.2960 1.4072 -2.9042 -0.003 -0.003 0.004
H 5.8483 3.3480 -2.3954 0.005 -0.014 0.003
H 3.9602 3.0930 -0.8270 0.002 -0.015 0.006
H 3.5216 0.9160 0.2414 -0.011 0.014 0.012
C 0.2160 0.9293 -0.1375 0.906 -1.770 -0.141
C -0.6790 1.7571 -0.1388 -0.987 1.256 -0.080
C -1.7382 2.6387 -0.2219 0.416 -0.356 -0.131
C -2.6794 2.4626 -1.3083 -0.086 -0.244 -0.101
C -3.4188 3.5386 -1.8221 0.008 -0.045 0.025
C -4.2749 3.3351 -2.8868 -0.039 0.014 -0.052
C -4.4132 2.0668 -3.4386 -0.020 0.020 -0.018
C -3.6792 0.9935 -2.9450 -0.013 0.018 -0.004
C -2.8055 1.1897 -1.8960 -0.039 0.121 -0.013
C -1.8746 3.6972 0.7558 0.112 0.086 0.193
C -0.7212 4.2443 1.3383 -0.071 -0.002 0.021
C -0.8320 5.2437 2.2842 0.002 -0.005 -0.009
C -2.0902 5.6765 2.6873 -0.013 0.017 0.016
C -3.2384 5.1166 2.1419 -0.028 0.049 0.043
C -3.1376 4.1376 1.1723 0.015 0.050 -0.036
H -3.2856 4.5332 -1.4188 0.010 -0.020 0.013
H -4.8292 4.1678 -3.2985 0.003 -0.008 0.005
H -5.0901 1.9161 -4.2697 0.002 0.007 0.008
H -3.7858 0.0105 -3.3835 0.011 -0.033 0.017
H -2.2163 0.3663 -1.5132 -0.021 -0.005 0.015
H 0.2505 3.8900 1.0195 -0.013 -0.007 -0.007
H 0.0569 5.6850 2.7139 -0.002 -0.008 -0.003
H -2.1764 6.4510 3.4383 -0.001 -0.002 -0.005
H -4.2131 5.4444 2.4772 0.008 -0.005 0.001
H -4.0321 3.6878 0.7638 0.017 -0.023 -0.010
```
Forces are in eV/Å.

Values from the calculation:
E_tot = -1915.6191 hartree
Maximum force = 0.0388 hartree/bohr
HOMO = -11.22 eV
Charge = +1

***

(2)
Density functional theory data (wB97M-V/def2-TZVPD) for a molecular structure, C30H38AlClF7N3O10P in a non-equilibrium geometry.

```
91
Properties=species:S:1:pos:R:3:forces:R:3
C 2.1454 -4.1085 4.2497 -0.692 0.573 -0.796
C 1.1180 -3.3979 3.2902 -0.109 0.262 0.944
C 1.3705 -1.9309 3.3768 -0.367 -1.480 -0.431
C 2.4622 -1.3557 2.8240 0.035 0.606 -0.377
N 2.3469 0.0015 3.0806 1.432 -1.210 -0.933
C 1.2527 0.1835 3.7467 -1.814 1.928 1.783
P 0.7958 1.8961 4.1963 0.537 3.106 -1.125
N 1.9186 2.8176 3.5393 -0.030 -0.747 0.434
N 0.6162 -0.9503 3.9866 0.191 -0.998 -0.993
C -0.6279 -1.1958 4.7385 -0.453 0.612 0.634
C -1.8229 -0.2127 4.4937 0.302 -0.878 -0.072
C -3.0164 -1.0340 4.0050 -0.398 0.274 -0.279
O -3.6775 -1.7460 4.7186 0.257 0.110 -0.073
O -3.3214 -0.8907 2.7001 0.548 -0.894 0.439
H 3.0514 -4.3248 3.6866 0.256 -0.311 0.565
H 2.4085 -3.3899 5.0200 0.202 -0.293 0.208
H 1.6899 -4.9892 4.6814 0.258 -0.185 -0.021
H 1.3214 -3.7190 2.2445 -0.028 -0.429 0.359
H 0.0736 -3.6664 3.4810 0.518 0.282 -0.077
H 3.2643 -1.8611 2.3111 0.365 0.312 0.217
H 2.9948 0.7419 2.8199 -0.320 0.394 0.167
H 0.7324 2.1074 5.5897 -0.346 -0.952 -0.005
H -0.4494 2.2184 3.5566 -0.209 -1.081 0.235
H 2.3792 3.3698 4.2544 0.241 -0.002 -0.166
H -0.3719 -1.1392 5.7968 0.196 -0.102 -0.067
H -0.9059 -2.2314 4.5553 0.023 0.083 -0.110
H -2.1073 0.1617 5.4750 -0.039 0.204 -0.100
H -1.6580 0.6116 3.7583 -0.005 -0.110 0.051
H -2.5412 -0.5240 2.2538 -0.370 1.158 -0.184
O -0.3536 -5.9000 3.3728 -2.523 2.815 0.795
H -1.1500 -6.0809 2.8654 0.140 -2.687 -1.740
F 0.4590 5.8850 3.7192 -0.029 0.000 0.041
C 0.3819 6.2436 2.4134 -0.011 0.014 -0.447
C 0.4251 7.5847 2.0897 0.032 0.170 0.231
C 0.3537 7.9585 0.7547 -0.027 -0.148 -0.049
C 0.2309 6.9905 -0.2324 -0.005 0.047 -0.068
C 0.1843 5.6460 0.1130 0.101 0.193 0.206
C 0.2659 5.2648 1.4436 -0.007 -0.186 0.267
H 0.5138 8.3244 2.8752 0.010 -0.026 0.010
H 0.3936 9.0061 0.4859 -0.008 0.007 0.032
H 0.1707 7.2841 -1.2731 -0.003 -0.020 0.004
H 0.0847 4.8949 -0.6506 0.040 -0.061 0.029
H 0.2430 4.2219 1.7308 -0.010 0.014 0.027
Al 1.2126 -2.5375 0.5717 -0.190 0.284 -0.616
C -0.9151 -5.8576 -1.9475 -0.120 0.117 -0.024
C 0.0611 -6.4838 -1.2893 -0.341 0.286 0.092
C 1.1203 -7.2710 -1.9996 0.219 -0.200 -0.559
O 1.9904 -7.7988 -1.3310 -0.117 0.093 0.343
C 1.0537 -7.3576 -3.4478 0.034 -0.051 0.226
C 0.0786 -6.7230 -4.1166 0.409 -0.268 -0.187
C -0.9685 -5.9183 -3.4024 -0.016 0.184 0.350
O -1.8097 -5.3403 -4.0520 -0.136 -0.144 -0.383
O -0.0187 -6.7655 -5.4374 -0.342 0.150 0.204
O 0.1632 -6.4311 0.0432 0.357 -0.102 0.109
H -1.6796 -5.2818 -1.4435 -0.010 -0.005 -0.010
H 1.8151 -7.9377 -3.9489 0.005 0.034 -0.030
H -0.7964 -6.2229 -5.6699 0.063 0.087 -0.110
H 0.9581 -6.9526 0.2711 0.009 -0.066 0.000
F -1.8994 1.6192 2.3451 0.669 -0.495 0.369
Cl -2.0573 -4.6895 3.3624 1.925 -0.425 0.861
O 0.1385 3.6222 7.0664 0.032 0.146 -0.112
H 0.1450 4.2871 6.3664 -0.044 0.025 0.028
H -0.0009 4.1259 7.8741 0.001 -0.047 0.035
C -1.0622 -2.0033 -4.0791 0.019 -0.315 0.322
C -0.7648 -1.8237 -5.5596 -0.313 0.036 -0.301
O -0.0657 -0.6470 -5.8669 -0.157 0.526 0.686
C 1.3951 -0.6457 -5.6746 0.500 -0.876 -0.874
O 1.9875 -1.6583 -6.2229 0.164 0.080 0.428
C 1.7931 -0.4744 -4.1677 -0.654 0.367 -0.258
F 0.9622 0.3799 -3.5019 0.070 -0.024 0.235
F 3.0223 0.0713 -4.0578 0.083 -0.104 -0.017
F 1.8196 -1.6104 -3.4318 0.233 -0.093 0.171
H -1.3401 -1.0564 -3.6142 -0.044 0.039 -0.089
H -1.8730 -2.7221 -3.9310 -0.051 0.047 -0.089
H -0.1929 -2.3940 -3.5525 -0.019 0.016 0.039
H -1.7248 -1.7292 -6.0791 0.028 0.051 -0.056
H -0.2776 -2.7106 -5.9792 0.250 0.071 0.093
H 1.6432 0.3656 -6.0779 -0.107 0.092 -0.029
F -1.1137 4.5953 -2.3606 -0.108 -0.051 -0.152
C -1.4787 5.2409 -3.4840 -0.077 0.127 -0.289
C -2.4867 6.1820 -3.4195 -0.124 0.082 0.237
C -2.8578 6.8498 -4.5775 0.119 -0.087 -0.092
C -2.2262 6.5615 -5.7799 -0.032 0.053 -0.058
C -1.2178 5.6079 -5.8248 -0.103 0.103 0.088
C -0.8352 4.9444 -4.6687 0.225 -0.181 -0.012
H -2.9711 6.3853 -2.4733 0.033 -0.029 0.014
H -3.6414 7.5951 -4.5414 -0.014 -0.015 0.026
H -2.5208 7.0806 -6.6828 0.002 -0.010 0.002
H -0.7283 5.3790 -6.7618 0.020 -0.026 0.019
H -0.0469 4.2031 -4.6814 -0.045 -0.042 0.024
F 4.5664 -4.8177 5.0992 -0.183 0.194 -0.220
```
Forces are in eV/Å.

Values from the calculation:
E_tot = -3825.3468 hartree
Maximum force = 0.0751 hartree/bohr
HOMO = -4.35 eV
Charge = -1

***

Question: Which formula does entry 1 have?
Answer: C38H29AuN3O2

***

Question: What is the HOMO in the first record?
Answer: -11.22 eV

***

Question: Among the records above, which one has the lowest maximum force?
Answer: C38H29AuN3O2